The following is a quantum chemistry calculation of a 2-piece molecular cluster, C3H10O overall at a distorted geometry, from the OMol25 dataset.

Relative energy (zero: lowest compared OMol25 entry of this formula, charge and spin): 105.6 kJ/mol
E: -195.4887 Ha
Highest occupied orbital energy: -10.32 eV

Geometry as XYZ:
```
14
Properties=species:S:1:pos:R:3:forces:R:3:nbo_charge:R:1
H 0.6116 2.5889 -1.9844 -0.5 0.2 0.0 0.20
O -0.1280 -1.3180 0.3164 0.4 -0.5 1.1 -0.71
H 1.2950 -1.9951 1.6292 0.1 -0.3 0.2 0.16
C -0.6463 1.1875 -0.8771 0.1 1.8 1.4 -0.61
H -0.2529 -1.6364 2.3677 -0.2 -0.3 0.1 0.16
H -0.7620 0.9216 0.1705 0.2 -0.6 -0.1 0.19
H -1.5493 1.7967 -0.9462 -0.2 -0.3 -1.0 0.21
H -0.5504 0.3468 -1.5451 -0.4 -0.1 0.0 0.23
H 0.2655 -0.4770 0.5805 -0.3 0.1 -0.8 0.46
H -0.0347 -3.1284 1.3733 -0.3 0.0 -0.1 0.19
H 1.5464 1.7870 -0.8801 -0.4 -0.9 0.2 0.20
C 0.2157 -2.0818 1.4893 0.5 0.5 -0.3 -0.26
C 0.5149 2.1583 -0.9834 1.8 0.6 -0.8 -0.62
H 0.5715 2.9968 -0.2851 -0.8 0.0 0.1 0.20
```
Positions in Å, forces in eV/Å.

The following is a quantum chemistry calculation of C32H21ClN13O3Zr as an isolated structure at a distorted geometry, from the OMol25 dataset.

Relative energy (zero: lowest compared OMol25 entry of this formula, charge and spin): 23.2 kJ/mol
Net charge: -1
E: -2677.1017 Ha
Highest occupied orbital energy: -5.32 eV

Geometry as XYZ:
```
71
Properties=species:S:1:pos:R:3:forces:R:3:mulliken_charge:R:1
N -16.3032 -10.3320 9.9786 1.5 -0.2 2.0 0.93
H -11.2230 -7.5986 8.2758 -0.4 0.2 0.3 0.38
H -14.7042 -18.8415 5.4372 0.5 -0.3 0.1 0.37
N -13.7738 -14.3278 10.9353 -0.1 0.1 -0.9 -0.82
N -16.4224 -15.1244 7.6443 -1.3 0.0 1.4 -1.10
C -20.2361 -11.6463 9.8861 0.1 0.9 -0.1 -0.57
C -18.0457 -14.5803 9.1045 -1.1 -0.7 -0.9 -0.61
O -14.3755 -10.7670 7.9484 -0.2 -0.2 -0.1 -0.55
N -13.5817 -13.2174 11.6431 -0.4 1.1 0.5 -0.64
C -19.1171 -13.7582 9.6535 1.2 0.1 0.3 1.22
H -21.0299 -10.1045 4.0310 0.7 0.2 0.7 0.35
Zr -16.1641 -11.9013 8.3285 0.3 0.0 -0.9 0.46
N -16.0759 -9.2423 11.8848 1.4 -0.2 0.5 -0.62
N -17.2058 -9.3513 10.0705 -0.6 1.0 -0.2 -0.27
C -20.1811 -14.3996 10.2926 -0.6 -0.6 -0.9 -1.00
H -20.1296 -12.3600 3.3456 0.1 0.5 0.5 0.35
C -14.9975 -16.8753 6.1907 -0.5 -0.8 0.0 -0.08
H -18.4305 -14.1604 3.7115 -0.1 1.2 0.3 0.37
C -20.0895 -8.8986 5.6346 -1.9 0.3 -0.8 -0.87
Cl -12.7155 -5.1927 8.6511 -0.2 -0.4 0.0 -0.26
N -17.4190 -12.0403 6.1939 -0.9 -0.4 -1.4 0.61
H -11.1421 -16.4699 6.1630 -0.5 0.1 -0.1 0.36
C -18.1065 -9.8044 6.6845 -0.9 -0.4 -0.4 -0.24
C -14.0144 -9.5283 8.0865 0.2 -0.5 -0.2 0.48
C -12.2345 -16.5417 6.1368 0.1 -1.4 0.0 -0.76
C -21.3487 -12.2590 10.3847 0.8 -0.7 0.4 -0.93
C -19.1047 -12.3447 9.4588 -0.3 -1.1 0.4 -0.06
C -16.2844 -8.6727 7.5909 -1.2 0.1 -0.1 -0.24
C -12.6409 -9.1712 8.1131 -0.3 0.5 0.9 -0.92
O -15.0097 -13.4027 7.1550 0.1 1.0 0.2 -0.76
H -22.1734 -11.6497 10.7293 -0.2 -0.2 -0.1 0.41
H -20.2129 -15.5322 10.3410 0.1 1.6 0.2 0.25
H -16.7527 -13.7999 5.5601 -0.3 -0.5 -0.2 0.40
C -19.3142 -11.0576 4.9639 0.3 -1.2 -0.1 0.73
H -11.8904 -9.9593 8.1479 -0.2 0.2 -0.3 0.42
C -19.0726 -8.8175 6.6091 0.6 1.1 0.3 -0.28
H -12.5376 -14.5836 6.7500 -0.3 0.7 0.4 0.46
H -15.3748 -6.3780 8.3850 1.2 -0.8 -0.1 0.32
C -12.8222 -17.7771 5.8127 0.6 -0.1 -0.3 -0.28
C -12.2883 -7.8382 8.3125 1.3 -1.9 -0.6 -0.47
C -17.5321 -13.0766 5.3757 0.8 0.6 -0.2 0.16
H -20.2375 -10.5773 9.8801 0.3 0.6 -0.4 0.49
C -19.3748 -12.2184 4.1330 -0.3 -0.1 -0.7 -0.72
H -12.2304 -18.6283 5.5286 0.5 -0.1 -0.1 0.36
H -14.2387 -10.9479 12.4773 -0.1 0.5 -0.1 0.34
N -17.1038 -14.1306 8.3631 0.3 -0.1 -0.1 1.12
C -15.6006 -10.2355 11.1436 -1.1 0.6 -0.7 0.05
N -14.5211 -11.0044 11.5070 0.5 -0.6 0.5 -0.04
C -14.4082 -15.6876 6.5962 -1.2 0.8 0.0 -0.39
C -13.2417 -6.8712 8.4428 -0.2 1.7 0.2 -0.10
N -14.9865 -12.7970 10.0131 -0.1 -0.9 -0.6 0.92
C -14.3612 -12.2997 11.0576 0.4 -0.4 0.4 0.28
H -18.2550 -15.6852 9.0798 0.5 1.0 0.2 0.19
H -16.1236 -16.9325 6.2755 1.6 -0.2 -0.2 0.31
C -14.1806 -17.9616 5.7890 -1.7 1.7 0.3 -0.84
C -20.2302 -10.0200 4.7976 -0.2 1.7 0.8 -0.68
H -20.8781 -8.0649 5.5179 1.5 -1.3 0.4 0.25
H -16.7605 -7.7229 7.2850 0.1 -0.4 0.0 0.30
H -22.2756 -14.0991 10.9198 1.5 0.2 -0.2 0.25
N -14.5661 -14.1117 9.9448 -0.2 0.1 0.4 -0.30
N -17.0284 -8.6770 11.1613 -0.7 -0.7 -0.5 -0.92
C -14.5634 -7.1609 8.3247 -1.5 0.8 0.1 -0.51
C -14.9682 -8.4824 8.1153 0.2 -0.1 -0.4 0.18
C -13.0393 -15.4985 6.5222 0.4 -0.1 -0.2 -0.21
C -18.4458 -13.1864 4.2593 1.0 -1.4 1.6 -1.03
C -15.3452 -14.6343 7.1650 1.7 -0.7 -0.7 1.15
C -21.2969 -13.6390 10.5731 -2.7 -1.0 1.0 -0.35
C -18.2939 -11.0125 5.9605 -0.6 0.7 -0.6 0.36
N -16.9252 -9.7792 7.3926 1.7 0.2 0.5 0.65
H -18.9361 -7.9181 7.2773 -0.4 -1.1 -0.9 0.46
O -18.0903 -11.7339 8.9188 -0.6 -0.2 -0.1 0.77
```
Positions in Å, forces in eV/Å.

The following is a quantum chemistry calculation of C32H42F2N9O5S2Ti as an isolated structure, from the OMol25 dataset.

Relative energy (zero: lowest compared OMol25 entry of this formula, charge and spin): 21.3 kJ/mol
Net charge: -1
E: -3959.1264 Ha
<S²>: 2.018
Highest occupied orbital energy (alpha / beta): -2.60 / -4.33 eV
2S+1: 3

Geometry as XYZ:
```
93
Properties=species:S:1:pos:R:3:forces:R:3:mulliken_spin:R:1
H 0.3953 1.6980 -4.6735 0.0 0.0 0.0 0.00
H 0.8823 2.0623 -0.0176 -0.4 0.1 -0.4 0.00
H 4.3440 0.2811 1.2319 0.0 0.0 0.0 0.00
C -3.8210 -0.8325 -0.6887 0.0 0.1 0.1 0.14
H 2.4143 0.0037 -0.6032 0.0 -0.1 0.0 0.01
Ti -1.1515 0.1469 0.1440 0.1 0.3 -0.2 0.98
C -2.5600 2.3731 -1.7303 0.1 0.0 0.0 -0.02
H -5.9468 -0.9107 -0.5518 0.0 0.0 0.0 0.01
H -4.8486 3.1831 2.1120 0.0 0.0 0.0 0.00
H 0.4016 2.6611 -2.1461 0.0 0.0 0.0 0.00
H -0.1016 4.8868 0.2776 0.0 0.0 0.0 0.00
C -1.0065 3.0769 1.8986 -0.1 -0.1 0.2 -0.03
C -1.6546 4.1785 2.4722 0.0 0.0 0.0 -0.01
C -4.7565 0.8633 -2.2734 0.0 0.0 0.0 0.02
H 5.5621 -1.7503 3.2118 0.0 0.0 0.0 0.00
C -0.7871 -0.0875 -4.9436 0.0 0.0 -0.1 0.01
H -1.7011 2.9691 -1.4368 0.0 0.0 0.0 0.00
H -5.1101 -2.2898 0.1811 0.0 0.0 0.0 0.01
H -0.6810 -1.4850 2.5372 -0.1 0.0 -0.1 0.01
H 2.0812 -0.8444 -2.1084 0.0 0.0 0.0 0.00
O 0.4906 -5.5305 1.9206 -0.7 -0.2 0.4 0.00
O 0.5792 1.2819 -0.6082 0.4 0.3 0.2 0.02
H 3.5975 -1.1538 -1.2315 0.0 0.0 0.0 0.00
H -1.7222 -2.0581 -2.3618 0.0 0.0 0.0 0.00
C 0.2402 -2.9964 0.7178 -0.1 0.1 -0.1 0.01
C -0.0006 0.6741 -2.8311 0.0 0.0 0.0 0.01
N 1.4731 -5.0516 1.4199 0.1 0.5 -0.5 0.00
C -3.7658 3.1861 2.0422 0.0 0.0 0.0 0.00
C -0.6563 -0.4341 2.2231 0.6 0.1 0.4 0.01
C -1.7127 2.0044 1.3144 -0.2 0.3 0.0 -0.05
H 3.9385 -3.1083 1.9199 0.0 -0.1 0.0 0.00
N 1.2470 3.3929 0.8402 0.0 -0.2 0.0 0.00
H -1.9447 -1.9081 -4.8170 0.0 0.0 0.0 0.00
H 4.2320 0.4095 2.9932 0.0 0.0 0.0 0.00
H -2.7485 -5.4174 0.7793 0.0 0.0 0.0 0.00
H -0.7368 -3.1425 1.1448 0.0 -0.1 0.0 -0.01
N -2.6120 1.1511 -1.1887 -0.1 -0.1 0.1 0.14
H -3.3975 3.8906 -2.9710 0.0 0.0 0.0 0.01
C 2.5376 -0.9464 -1.1227 0.1 0.0 0.0 0.00
H -0.8847 0.0265 -6.0165 0.0 0.0 0.0 0.00
H -1.0530 4.9807 2.8937 0.0 0.0 0.0 0.00
H 1.3161 5.4896 1.1582 0.0 0.0 0.0 0.00
C -2.9459 -3.4837 0.2125 0.1 -0.2 0.0 0.01
N -2.7637 -2.3321 0.7961 -0.3 0.4 0.0 0.02
F -1.0997 0.2343 3.3569 -0.1 0.0 -0.1 0.00
H 3.4025 -0.8922 2.1591 0.0 0.0 0.0 0.00
C 0.9720 4.7575 0.4112 0.0 -0.1 -0.1 0.00
C -5.1059 -1.6002 -0.6595 -0.1 0.0 0.0 0.01
C 5.5757 -1.1207 2.3199 0.0 0.1 0.1 0.00
O 2.5788 -5.5706 1.4498 0.7 -0.2 0.0 0.00
C -4.6392 2.0881 -2.8632 0.0 0.0 0.0 0.07
N 2.3531 -3.1569 0.0644 -0.1 0.0 -0.2 0.00
H -5.6174 0.2377 -2.4676 0.0 0.0 0.0 0.01
C 4.3130 -0.2882 2.1601 0.0 0.0 0.0 0.00
H 2.8339 2.1445 1.3391 0.0 0.0 0.0 0.00
C -1.2519 -1.2460 -2.9107 0.0 -0.1 -0.1 0.03
C 1.3330 -3.8062 0.7472 0.1 -0.1 0.2 0.01
C -3.5098 2.8918 -2.5727 0.0 0.0 0.0 0.13
H 3.2241 3.3966 0.1382 0.0 0.0 0.0 0.00
C 2.6684 3.1837 1.0545 0.1 0.1 0.1 0.00
N -2.7532 -1.1440 0.0536 -0.2 -0.8 -0.2 0.14
C 1.8082 -1.9857 -0.3503 0.1 0.2 0.0 0.02
N -3.0652 -4.5294 1.1296 0.0 0.1 0.0 0.00
C -0.0779 0.8446 -4.2034 0.1 0.0 0.0 0.00
H 5.0629 -4.3568 1.4057 0.0 0.0 -0.1 0.00
C -3.7390 0.3895 -1.4043 0.0 0.0 0.0 0.16
C -3.1127 2.1163 1.4533 0.0 -0.1 0.0 0.09
H 6.4766 -0.5047 2.3598 0.0 0.0 0.0 0.00
H 1.8181 1.6073 -2.2246 0.0 0.0 0.0 0.00
H 3.7099 -4.6473 -0.4621 0.0 0.0 0.0 0.00
H 4.1208 -3.0169 -0.9796 0.1 0.0 0.0 0.00
S -2.9946 -3.9648 -1.4504 0.1 0.2 0.1 0.00
O 5.6893 -1.4590 -0.2663 0.1 0.0 0.0 0.00
H -3.5214 5.1183 2.9795 0.0 0.0 0.0 0.00
H -3.7401 1.3105 1.0834 0.0 0.0 0.0 -0.01
N -0.5808 -0.3407 -2.1954 -0.1 0.1 0.0 0.00
H 0.7906 3.7462 2.8597 0.0 0.0 0.0 0.00
H 1.4814 4.9628 -0.5330 0.0 0.0 0.0 0.00
N 0.5480 -1.8637 0.0370 -0.2 0.0 0.1 -0.02
C 4.5757 -3.4353 1.0988 -0.1 -0.1 0.0 0.00
C 0.7518 1.6406 -1.9599 0.1 0.1 0.1 0.02
C 0.4917 3.0448 2.0636 0.0 0.1 0.0 0.02
S 5.8840 -2.2106 0.9541 0.0 0.0 0.0 0.00
F 0.7968 -0.1495 2.2450 0.0 -0.1 0.1 0.00
H 0.7993 2.0452 2.3630 0.0 -0.1 0.0 -0.01
H -2.7721 -4.2876 2.0656 0.0 0.0 0.0 0.00
H -5.2445 -2.1975 -1.5625 0.0 0.0 0.0 0.01
H 3.0570 3.8325 1.8540 0.0 0.0 0.0 0.00
C -1.3747 -1.1550 -4.2897 0.0 -0.1 0.1 0.00
C 3.7224 -3.6065 -0.1606 -0.1 0.1 0.1 0.00
H -5.4123 2.4466 -3.5323 0.0 0.0 0.0 0.01
C -3.0332 4.2580 2.5368 0.0 0.0 0.0 0.01
O 7.1449 -2.8699 1.1845 0.0 0.0 0.0 0.00
```
Positions in Å, forces in eV/Å.

The following is a quantum chemistry calculation of one molecule with the formula C10H10N2O2 at a distorted geometry, from the OMol25 dataset.

Relative energy (zero: lowest compared OMol25 entry of this formula, charge and spin): 645.1 kJ/mol
E: -646.8563 Ha
Highest occupied orbital energy: -7.82 eV

Geometry as XYZ:
```
24
Properties=species:S:1:pos:R:3:forces:R:3:nbo_charge:R:1
H 1.9163 1.4969 -1.2329 -2.8 0.3 0.4 0.18
O -2.1174 -1.2283 -5.0060 -0.6 0.7 0.7 -0.36
N -3.3077 -1.0314 -4.7626 0.3 -0.7 -0.9 0.06
C 0.2096 0.9091 1.6744 0.8 0.1 -0.2 -0.21
N -1.6089 -0.3062 -2.4592 3.5 -1.4 0.6 -0.43
C 0.4193 0.0864 2.7804 -0.2 0.6 -1.5 -0.19
C 0.8230 1.6136 -0.7189 2.9 -2.4 0.3 -0.08
C -2.8528 -0.0256 -2.6001 -1.5 0.0 -4.4 0.10
H 2.5284 -2.0946 1.6770 1.5 -1.8 -0.9 0.21
C 0.9788 0.6891 0.5627 -0.5 0.2 -2.9 -0.06
C 1.7755 -0.4519 0.4680 0.3 0.3 1.0 -0.22
C 1.9288 -1.2665 1.5567 -1.0 1.0 0.9 -0.20
H -0.4685 1.7448 1.5444 -0.2 0.0 0.9 0.22
C -0.5390 0.0433 -1.8826 -2.0 1.7 -0.8 0.47
H -3.3091 0.4366 -1.8402 -1.9 1.4 3.4 0.19
C -3.6794 -0.2103 -3.7195 1.2 -0.9 1.5 -0.23
H 2.3510 -0.7425 -0.3581 0.6 0.2 -1.5 0.21
H -0.1252 0.3213 3.6146 -1.3 0.2 2.2 0.21
H 0.7018 2.6228 -0.4648 0.0 1.4 0.5 0.20
H -4.7599 -0.2274 -3.5603 0.4 0.6 -0.1 0.21
H 0.2490 -0.6515 -1.7174 0.6 -0.4 0.3 0.18
O -0.3336 1.3598 -1.5373 0.6 -1.5 0.0 -0.49
C 1.2589 -0.9977 2.7227 -1.0 1.9 -1.8 -0.20
H 1.2345 -1.7188 3.4321 0.3 -1.7 2.6 0.21
```
Positions in Å, forces in eV/Å.